Entry 1:
{
  "formula": "C31H57ClIrP2Si2",
  "method": "ωB97M-V with the def2-TZVPD basis set",
  "species": ["Ir", "C", "C", "C", "Si", "C", "C", "Si", "H", "H", "H", "Cl", "C", "C", "C", "C", "H", "H", "H", "H", "H", "H", "H", "H", "H", "H", "H", "H", "C", "C", "P", "H", "H", "P", "H", "H", "C", "C", "C", "C", "C", "H", "C", "H", "H", "H", "H", "H", "H", "H", "C", "C", "H", "H", "H", "H", "H", "H", "H", "C", "C", "H", "H", "H", "H", "H", "H", "C", "C", "H", "H", "H", "H", "H", "H", "H", "C", "H", "H", "H", "C", "C", "C", "C", "C", "C", "C", "H", "H", "H", "H", "H", "H", "H"],
  "xyz": [[0.560, -0.001, 0.263], [-0.084, -1.722, 1.763], [-0.609, -2.144, 0.472], [0.520, -2.228, -0.387], [-2.394, -2.559, 0.078], [1.723, -1.930, 0.352], [1.322, -1.572, 1.720], [2.358, -0.751, 3.035], [-0.715, -1.503, 2.644], [0.507, -2.488, -1.436], [2.739, -1.943, -0.038], [0.367, 1.139, -4.605], [1.388, -0.702, 4.616], [3.949, -1.694, 3.238], [-3.441, -2.456, 1.625], [-2.474, -4.315, -0.569], [3.744, -2.766, 3.104], [4.291, -1.524, 4.266], [4.734, -1.387, 2.535], [0.991, 0.298, 4.832], [2.080, -0.993, 5.417], [0.550, -1.415, 4.598], [-1.568, -4.848, -0.255], [-2.563, -4.386, -1.659], [-3.339, -4.809, -0.108], [-2.819, -2.348, 2.521], [-4.018, -3.387, 1.715], [-4.145, -1.614, 1.574], [2.679, 1.058, 2.493], [-3.179, -1.361, -1.166], [2.492, 1.244, 0.673], [3.661, 1.371, 2.855], [1.945, 1.692, 2.977], [-2.145, -0.816, -2.592], [-3.463, -0.454, -0.601], [-4.122, -1.810, -1.521], [-3.313, 0.253, -3.614], [-2.000, -2.365, -3.665], [4.083, 0.439, 0.035], [2.755, 3.033, 0.182], [1.560, 3.694, -0.500], [3.559, 2.983, -0.572], [3.244, 3.903, 1.345], [2.488, 3.970, 2.136], [3.427, 4.920, 0.975], [4.177, 3.544, 1.789], [1.159, 3.096, -1.326], [1.886, 4.657, -0.915], [0.758, 3.914, 0.215], [4.069, -0.565, 0.489], [5.358, 1.155, 0.507], [4.081, 0.281, -1.488], [5.466, 1.172, 1.598], [5.417, 2.187, 0.133], [6.227, 0.615, 0.103], [3.296, -0.401, -1.836], [5.049, -0.135, -1.796], [3.954, 1.244, -2.002], [-1.473, -3.080, -3.013], [-1.119, -2.068, -4.881], [-3.344, -2.950, -4.093], [-3.987, -3.236, -3.251], [-3.151, -3.859, -4.680], [-3.893, -2.255, -4.742], [-0.143, -1.667, -4.586], [-1.569, -1.304, -5.527], [-0.984, -2.989, -5.466], [-2.917, 1.716, -3.431], [-4.798, 0.055, -3.314], [-3.104, -0.037, -4.655], [-5.029, 0.320, -2.275], [-5.144, -0.967, -3.504], [-5.372, 0.722, -3.970], [-3.064, 2.044, -2.393], [-3.538, 2.342, -4.085], [-1.861, 1.862, -3.717], [0.506, 0.440, -1.569], [-0.421, 1.036, -1.806], [0.471, -0.477, -2.242], [1.355, 1.023, -1.992], [-0.791, 1.375, 0.731], [-0.976, 1.724, 2.169], [-0.368, 2.839, 2.761], [-0.461, 3.078, 4.141], [-1.245, 2.220, 4.969], [-1.899, 1.134, 4.358], [-1.781, 0.891, 2.982], [-1.729, 0.985, 0.354], [-0.596, 2.277, 0.170], [0.227, 3.516, 2.158], [0.067, 3.922, 4.610], [-1.335, 2.411, 6.026], [-2.504, 0.446, 4.987], [-2.254, 0.038, 2.555]],
  "mulliken_charge": [0.64, -0.36, 1.25, -1.73, -0.01, -0.18, -0.40, 0.35, 0.12, 0.52, 0.84, -0.36, -1.18, -1.17, -1.32, -1.14, 0.37, 0.40, 0.27, 0.20, 0.44, 0.30, 0.36, 0.26, 0.41, 0.33, 0.49, 0.32, -1.41, -1.57, -0.85, 1.03, 0.17, 0.77, 0.57, 0.91, 0.66, 0.67, 1.31, 0.93, -1.47, 0.51, -1.50, 0.24, 0.50, 0.29, 0.19, 0.55, 0.20, -0.18, -1.62, -1.51, 0.30, 0.30, 0.48, 0.24, 0.51, 0.27, 0.15, -1.46, -1.70, 0.33, 0.47, 0.32, 0.28, 0.26, 0.46, -1.19, -1.57, 0.34, 0.30, 0.28, 0.47, 0.27, 0.48, 0.08, -0.98, 0.41, 0.35, 0.50, -0.80, -0.67, -0.27, -0.54, -0.82, -0.44, -0.49, 0.77, 0.81, 0.29, 0.38, 0.40, 0.34, 0.72],
  "multiplicity": 6,
  "lumo_ev": [0.517, -3.310],
  "total_energy_ev": -82759.6171,
  "gap_ev": [4.587, 4.339],
  "s_squared": 8.8175,
  "max_force_ev_per_a": 5.10,
  "homo_ev": [-4.1, -7.6]
}

Entry 2:
{
  "formula": "C6H12O",
  "method": "ωB97M-V with the def2-TZVPD basis set",
  "species": ["C", "C", "O", "C", "C", "C", "C", "H", "H", "H", "H", "H", "H", "H", "H", "H", "H", "H", "H"],
  "xyz": [[-1.960, -0.377, 1.434], [-1.087, 0.312, 0.407], [-1.283, 1.735, 0.360], [0.372, 0.462, 0.747], [1.466, -1.186, -0.001], [1.304, 0.286, -0.400], [0.884, 0.507, -1.847], [-1.816, -1.463, 1.388], [-3.018, -0.164, 1.242], [-1.697, -0.042, 2.443], [-1.351, -0.030, -0.602], [-0.993, 2.076, 1.224], [1.389, -1.191, 1.096], [0.728, -1.866, -0.426], [2.459, -1.557, -0.205], [2.256, 0.798, -0.205], [0.102, -0.191, -2.162], [1.739, 0.367, -2.519], [0.507, 1.526, -1.975]],
  "nbo_charge": [-0.63, -0.06, -0.67, 0.10, -0.62, -0.36, -0.62, 0.21, 0.22, 0.22, 0.17, 0.48, 0.26, 0.21, 0.24, 0.21, 0.20, 0.22, 0.22],
  "lumo_ev": 0.772,
  "total_energy_ev": -8460.3186,
  "gap_ev": 9.079,
  "max_force_ev_per_a": 0.62,
  "homo_ev": -8.3
}

Entry 3:
{
  "formula": "C3H9IOSSi",
  "method": "ωB97M-V with the def2-TZVPD basis set",
  "species": ["C", "C", "C", "O", "Si", "S", "I", "H", "H", "H", "H", "H", "H", "H", "H", "H"],
  "xyz": [[-0.647, -1.769, 0.002], [0.830, 0.397, -1.748], [0.287, 1.292, 1.267], [2.184, -0.866, 0.351], [0.503, -0.219, -0.065], [3.816, -1.319, 0.391], [4.997, 0.763, 0.014], [-1.681, -1.533, 0.280], [-0.559, -2.345, -0.854], [-0.338, -2.419, 0.807], [1.341, -0.505, -2.396], [0.087, 0.960, -2.388], [1.657, 1.131, -1.703], [-0.450, 0.998, 2.035], [1.269, 1.136, 1.722], [0.170, 2.229, 0.592]],
  "nbo_charge": [-1.10, -1.22, -1.08, -1.10, 1.85, 0.41, -0.02, 0.24, 0.24, 0.25, 0.26, 0.26, 0.26, 0.24, 0.25, 0.25],
  "smiles": "C[Si](C)(C)OSI",
  "lumo_ev": -0.447,
  "total_energy_ev": -32117.8102,
  "gap_ev": 7.745,
  "max_force_ev_per_a": 3.41,
  "homo_ev": -8.2
}

Entry 4:
{
  "formula": "C7H8",
  "method": "ωB97M-V with the def2-TZVPD basis set",
  "species": ["C", "C", "C", "C", "C", "C", "C", "H", "H", "H", "H", "H", "H", "H", "H"],
  "xyz": [[1.218, -0.645, -0.970], [0.064, -0.369, -0.006], [-0.527, -1.619, 0.631], [0.381, 0.721, 0.939], [-0.071, 1.986, 0.842], [-0.921, 0.572, -0.576], [-1.017, 1.878, -0.262], [1.601, 0.290, -1.388], [0.867, -1.283, -1.786], [2.024, -1.154, -0.434], [0.253, -2.149, 1.185], [-1.335, -1.361, 1.319], [-0.923, -2.276, -0.149], [0.203, 2.812, 1.491], [-1.688, 2.596, -0.722]],
  "nbo_charge": [-0.57, -0.24, -0.57, 0.14, -0.33, 0.14, -0.33, 0.23, 0.22, 0.22, 0.22, 0.23, 0.22, 0.22, 0.22],
  "lumo_ev": [-0.040, -0.039],
  "total_energy_ev": -7382.7814,
  "gap_ev": [8.326, 8.334],
  "max_force_ev_per_a": 1.36,
  "homo_ev": [-8.4, -8.4]
}